No. 1
DFT (ωB97M-V with the def2-TZVPD basis set) results for a 3-piece molecular cluster, C30H32N2O4 overall in a non-equilibrium geometry.

Geometry as XYZ:
```
68
Properties=species:S:1:pos:R:3:forces:R:3
C -3.4835 -1.7202 -0.4925 1.2 -0.1 0.1
C -2.2373 -0.9993 0.1101 -0.8 -0.7 -0.6
C -1.7512 0.1385 -0.7921 -0.2 0.6 0.7
C -0.7142 1.0797 -0.1347 0.0 -0.3 -0.5
C 0.7585 0.6629 -0.3812 -1.0 0.7 0.5
C 1.1761 -0.4780 0.5495 0.9 0.1 0.2
C 1.0050 -0.1015 1.9818 -0.7 -0.1 -0.9
N 0.7472 0.2625 3.0397 0.3 0.0 0.1
C 2.6476 -0.9655 0.3642 0.0 -0.3 -0.1
C 2.6940 -2.3895 0.8235 0.3 0.5 -0.7
N 2.7353 -3.5304 0.9531 -0.1 0.1 0.3
C 3.1331 -0.8973 -1.1018 0.0 -0.4 0.5
C 4.5732 -1.4131 -1.2177 0.3 0.2 -0.5
C 4.9964 -1.8594 -2.6453 -0.3 -0.4 0.3
C 3.8905 -2.5154 -3.4571 0.6 0.7 0.0
C 3.6171 -2.0162 -4.7365 -0.8 -1.0 0.4
C 2.5709 -2.5956 -5.4698 0.5 0.3 0.5
C 1.8335 -3.6434 -4.9200 0.0 0.1 -0.1
C 2.1220 -4.1364 -3.6475 0.4 0.4 0.2
C 3.1582 -3.5684 -2.9021 -0.2 0.2 -0.9
H -3.3926 -1.6937 -1.5816 -0.3 0.0 0.0
H -4.4124 -1.2944 -0.1364 -0.1 0.1 -0.3
H -3.4598 -2.7685 -0.1881 -0.2 0.1 0.0
H -2.5497 -0.6226 1.0882 0.4 0.1 0.0
H -1.4842 -1.7800 0.2487 0.2 0.3 0.2
H -2.6369 0.7513 -1.0034 0.1 -0.1 -0.1
H -1.3881 -0.2163 -1.7618 0.0 -0.2 0.1
H -0.8472 2.0846 -0.5440 0.1 -0.1 0.0
H -0.9487 1.1522 0.9304 0.2 0.1 0.0
H 0.8228 0.3709 -1.4300 0.2 -0.2 0.1
H 1.3642 1.5649 -0.2516 0.3 -0.3 0.1
H 0.5389 -1.3331 0.3202 -0.1 0.0 0.3
H 3.3542 -0.3814 0.9589 -0.2 0.0 0.2
H 3.1256 0.1379 -1.4481 -0.2 0.0 0.1
H 2.4090 -1.4611 -1.6941 0.3 0.0 -0.2
H 5.2282 -0.5778 -0.9438 0.0 -0.2 0.1
H 4.8153 -2.2162 -0.5185 -0.4 0.0 0.0
H 5.4223 -1.0126 -3.1847 -0.1 -0.1 -0.1
H 5.7837 -2.6105 -2.5207 0.1 0.2 -0.1
H 4.2041 -1.2008 -5.1359 0.0 0.0 0.0
H 2.3539 -2.1800 -6.4451 -0.2 -0.2 -0.1
H 1.0158 -4.0772 -5.4810 0.0 0.0 0.0
H 1.5395 -4.9418 -3.2204 0.0 0.0 -0.1
H 3.4091 -3.8975 -1.9007 -0.2 -0.2 0.0
O -6.0709 -1.9110 1.3062 -0.1 0.0 0.1
C -6.5417 -1.0124 1.9721 0.0 -0.1 0.0
C -5.6991 -0.2248 2.9039 0.0 0.1 0.1
C -6.2145 0.7603 3.6352 0.1 -0.1 0.0
C -7.6530 1.1125 3.5479 0.0 0.1 0.1
O -8.1221 2.0107 4.2125 0.0 0.0 0.0
C -8.4954 0.3240 2.6154 0.0 -0.1 -0.1
C -7.9794 -0.6608 1.8842 -0.1 0.1 0.0
H -4.6519 -0.4965 2.9532 0.0 0.0 0.0
H -5.6169 1.3466 4.3214 0.0 0.0 0.0
H -9.5421 0.5955 2.5664 0.0 0.0 0.0
H -8.5763 -1.2473 1.1975 0.0 0.0 0.0
O -0.1984 4.1016 1.7127 0.0 0.0 0.0
C 0.9387 4.4485 1.9540 -0.1 0.0 0.0
C 1.5058 5.6854 1.3625 0.1 0.1 0.0
C 2.7546 6.0643 1.6221 -0.1 0.0 -0.1
C 3.6320 5.2668 2.5144 0.1 0.0 0.0
O 4.7695 5.6145 2.7499 0.0 0.0 0.0
C 3.0648 4.0309 3.1052 -0.1 0.0 0.0
C 1.8150 3.6515 2.8471 0.0 -0.1 0.1
H 0.8504 6.2534 0.7143 0.0 0.0 0.0
H 3.1876 6.9624 1.2003 0.0 0.0 0.0
H 3.7203 3.4623 3.7524 0.0 0.0 0.0
H 1.3836 2.7515 3.2691 0.0 0.0 0.0
```
Positions in Å, forces in eV/Å.

**E**: -1572.7411 Eh
**Relative energy (zero: lowest compared OMol25 entry of this formula, charge and spin)**: 425.7 kJ/mol
**Orbital gap**: 7.7 eV
**Spin multiplicity**: 1
**SMILES**: CCCCC[C@H](C#N)[C@@H](C#N)CCCc1ccccc1.O=C1C=CC(=O)C=C1.O=C1C=CC(=O)C=C1

***

No. 2
DFT (ωB97M-V with the def2-TZVPD basis set) results for C30H32N4S4Sr as an isolated structure.

Geometry as XYZ:
```
71
Properties=species:S:1:pos:R:3:forces:R:3
Sr 0.3429 0.4742 0.7606 0.0 0.0 -0.1
C -0.1954 -2.4886 2.6391 0.0 0.0 0.0
N -1.0580 -1.7477 1.7095 0.0 0.0 0.0
C -2.0932 -1.0209 2.4493 0.0 0.0 0.0
C -3.0922 -0.3238 1.5381 0.0 0.0 0.0
N -2.5215 0.7920 0.7786 0.0 -0.1 0.0
C -2.6127 2.0409 1.5519 0.0 0.0 0.0
C -3.1231 0.9785 -0.5250 0.0 0.0 0.0
C -4.4305 0.5617 -0.7634 0.0 0.0 0.0
C -5.0382 0.7256 -1.9998 0.0 0.0 0.0
C -4.3246 1.3403 -3.0186 0.0 0.0 0.0
C -3.0378 1.7866 -2.7827 0.0 0.0 0.0
C -2.3947 1.6344 -1.5427 0.0 0.0 0.0
S -0.7862 2.2829 -1.3350 0.0 0.0 0.0
C -1.5288 -2.6617 0.6927 0.0 0.0 0.0
C -2.6918 -3.3983 0.8952 0.0 0.0 0.0
C -3.1570 -4.3019 -0.0472 0.0 0.0 0.0
C -2.4203 -4.4821 -1.2121 0.0 0.0 0.0
C -1.2459 -3.7801 -1.4043 0.0 0.0 0.0
C -0.7489 -2.8576 -0.4649 0.0 0.0 0.0
S 0.7829 -2.0684 -0.7614 0.0 0.0 0.0
H -0.7610 -3.2983 3.1257 0.0 0.0 0.0
H 0.6371 -2.9174 2.0816 0.0 0.0 0.0
H 0.2004 -1.8159 3.3983 0.0 0.0 0.0
H -2.6510 -1.6853 3.1300 0.0 0.0 0.0
H -1.5763 -0.2980 3.0915 0.0 0.0 0.0
H -3.4699 -1.0583 0.8323 0.0 0.0 0.0
H -3.9431 0.0122 2.1505 0.0 0.0 0.0
H -3.6670 2.2967 1.7379 0.0 0.0 0.0
H -2.0911 1.9365 2.5037 0.0 0.0 0.0
H -2.1292 2.8450 1.0009 0.0 0.0 0.0
H -4.9993 0.0946 0.0303 0.0 0.0 0.0
H -6.0508 0.3739 -2.1574 0.0 0.0 0.0
H -4.7714 1.4718 -3.9981 0.0 0.0 0.0
H -2.4727 2.2723 -3.5688 0.0 0.0 0.0
H -3.2581 -3.2544 1.8089 0.0 0.0 0.0
H -4.0770 -4.8477 0.1240 0.0 0.0 0.0
H -2.7647 -5.1730 -1.9740 0.0 0.0 0.0
H -0.6673 -3.9246 -2.3084 0.0 0.0 0.0
C 2.2009 1.6876 -4.2069 0.0 0.0 0.0
C 1.9291 0.4790 -3.3066 0.0 0.0 0.0
C 2.0592 -0.8155 -4.0986 0.0 0.0 0.0
C 2.7999 0.5224 -2.0646 0.0 0.0 0.0
C 2.6835 1.6060 -1.1871 0.0 0.0 0.1
C 3.4295 1.6775 -0.0187 0.0 0.0 0.0
C 4.3408 0.6734 0.3125 0.0 0.0 0.0
C 5.1163 0.7376 1.5974 0.0 0.0 0.0
C 4.4599 -0.3979 -0.5615 0.0 0.0 0.0
C 3.7021 -0.4769 -1.7258 0.0 0.0 0.0
H 1.5320 1.6746 -5.0711 0.0 0.0 0.0
H 3.2341 1.6729 -4.5685 0.0 0.0 0.0
H 2.0355 2.6237 -3.6742 0.0 0.0 0.0
H 0.8948 0.5618 -2.9560 0.0 0.0 0.0
H 3.0703 -0.9341 -4.5032 0.0 0.0 0.0
H 1.3625 -0.8022 -4.9403 0.0 0.0 0.0
H 1.8189 -1.6776 -3.4750 0.0 0.0 0.0
H 1.9823 2.4035 -1.4079 0.0 0.0 0.0
H 3.2797 2.5148 0.6543 0.0 0.0 0.0
H 4.4658 0.4564 2.4300 0.0 0.0 0.0
H 5.4845 1.7469 1.7873 0.0 0.0 0.0
H 5.9656 0.0521 1.5810 0.0 0.0 0.0
H 5.1424 -1.2060 -0.3192 0.0 0.0 0.0
H 3.8040 -1.3524 -2.3536 0.0 0.0 0.0
S 1.8850 0.1052 3.3220 -0.1 0.0 0.0
C 2.1445 1.6662 4.0556 0.1 0.0 0.0
C 2.9077 1.6418 5.2739 0.0 0.0 0.0
N 3.5192 1.5840 6.2509 0.0 0.0 0.0
C 1.6866 2.8646 3.5870 0.0 0.0 0.0
S 0.7374 3.1200 2.1538 0.0 0.0 0.0
C 1.9913 4.0528 4.3425 0.0 0.0 0.0
N 2.2222 5.0217 4.9240 0.0 0.0 0.0
```
Positions in Å, forces in eV/Å.

**E**: -3005.0932 Eh
**Relative energy (zero: lowest compared OMol25 entry of this formula, charge and spin)**: 2.7 kJ/mol
**Orbital gap**: 6.0 eV
**Total charge**: -2
**Spin multiplicity**: 1

***

No. 3
DFT (ωB97M-V with the def2-TZVPD basis set) results for C30H33As2F3LiO3PS2 as an isolated structure in a non-equilibrium geometry.

Geometry as XYZ:
```
75
Properties=species:S:1:pos:R:3:forces:R:3
Li -6.8797 10.0522 10.8257 -0.2 -0.2 0.3
F -5.6316 8.2759 13.5999 -0.1 -1.7 -1.3
C -5.5601 7.1972 12.7123 0.0 0.9 0.9
F -6.2491 6.1640 13.1999 0.4 0.4 0.2
F -4.2671 6.8703 12.5980 -0.7 0.1 0.0
S -6.3161 7.6455 11.0919 -1.2 1.6 -0.2
O -6.1527 6.5699 10.1879 -0.4 -1.7 0.1
O -5.5584 8.7946 10.6367 1.3 1.4 0.1
O -7.6736 8.1436 11.4245 1.0 -0.8 0.0
C -11.0635 10.8232 8.3891 -0.5 0.9 1.9
As -9.1253 11.0195 8.4347 0.4 -0.2 -1.1
C -8.8317 12.1479 6.8841 0.5 -1.7 -1.2
C -8.4133 9.2676 7.8509 0.2 0.1 1.5
S -8.0619 11.8784 10.0561 -0.5 -0.1 -0.2
H -11.2738 10.3692 7.4383 -0.3 -0.2 -0.4
H -11.6287 11.7834 8.5598 0.9 -0.7 -0.6
H -11.4165 10.2127 9.2352 0.3 -0.2 -0.4
H -9.7989 12.4222 6.4647 0.1 -0.3 -0.4
H -8.1141 11.6245 6.1528 -1.4 0.7 0.9
H -8.3510 13.0287 7.1721 0.8 1.4 0.7
H -8.5329 9.0854 6.7863 -0.4 0.2 0.0
H -8.9759 8.5062 8.4695 1.0 0.5 -0.7
H -7.3042 9.3175 8.0569 -1.2 -0.4 0.1
C -11.9127 5.8275 13.5849 -1.9 1.9 0.2
C -13.0417 5.1572 12.6955 2.6 -0.3 1.0
As -14.7971 5.6943 13.1744 -0.8 0.4 -0.6
C -15.6838 4.6199 11.8139 -0.4 0.5 0.2
C -17.0439 4.8633 11.7389 0.2 -1.1 -0.9
C -17.8431 4.1661 10.8224 1.2 0.7 0.9
C -17.2394 3.2602 9.9784 -0.1 -1.2 0.0
C -15.8730 3.0062 10.0281 -0.8 1.4 0.0
C -15.1214 3.7544 10.9027 2.9 -0.5 -0.5
C -14.9339 7.3900 12.1086 0.4 -1.0 0.3
C -14.6964 7.4948 10.7489 -0.7 -1.6 -1.3
C -14.7350 8.7152 10.0852 -0.5 0.8 0.9
C -14.9670 9.8680 10.8370 0.1 -0.7 0.8
C -15.1572 9.7465 12.2376 -0.4 2.0 -1.7
C -15.2032 8.5266 12.8309 0.8 -0.1 0.9
P -10.6127 6.9647 12.8764 0.3 -0.8 0.0
C -10.6320 6.6262 11.0547 0.4 -0.1 1.0
C -9.5716 5.8291 10.5496 -1.6 1.0 0.1
C -9.6639 5.4061 9.2395 -1.2 1.4 0.4
C -10.7190 5.8737 8.4206 1.3 -0.4 2.1
C -11.6382 6.7730 8.9168 -1.2 0.1 -1.1
C -11.6625 7.1032 10.2478 0.6 0.1 0.8
C -11.3256 8.6126 12.9946 1.4 0.3 -1.4
C -12.0735 9.1018 14.0120 -1.5 2.0 1.5
C -12.3861 10.4990 14.1293 1.0 -1.6 -1.7
C -11.8371 11.3471 13.1918 -1.2 1.7 2.3
C -10.9891 10.8604 12.2583 1.3 2.2 -1.7
C -10.7243 9.5575 12.1178 -0.2 -1.7 -0.6
H -11.3194 5.1105 14.0619 0.7 -1.4 0.7
H -12.3573 6.4472 14.4577 0.6 -1.0 -1.3
H -12.8934 4.0481 12.7914 -0.5 1.0 -0.1
H -12.8497 5.4323 11.6755 0.0 -0.1 -0.6
H -17.3996 5.6370 12.3660 -0.9 0.5 0.6
H -18.8783 4.3770 10.8310 -1.0 0.0 -0.3
H -17.8139 2.6313 9.3238 -0.4 0.1 -0.3
H -15.3772 2.4339 9.2789 0.1 -0.6 -0.3
H -13.9956 3.6833 10.7273 -1.5 0.0 0.8
H -14.6083 6.5455 10.1514 0.2 1.0 0.6
H -14.6542 8.8613 9.0203 0.2 -0.5 -0.2
H -14.9930 10.8062 10.2986 0.0 0.2 0.4
H -15.3349 10.6417 12.8332 0.1 -0.1 -0.2
H -15.2480 8.4911 13.9109 -0.4 -0.2 0.1
H -8.7469 5.5572 11.1858 0.1 -0.1 0.1
H -8.8963 4.7742 8.9270 0.9 -1.1 -1.0
H -10.8740 5.3587 7.5373 -0.1 -0.3 -2.1
H -12.4437 7.1538 8.2710 0.3 -0.3 0.2
H -12.4924 7.6798 10.6787 0.8 -0.1 -0.3
H -12.4689 8.5019 14.8122 -0.1 -0.6 0.0
H -13.0695 10.8901 14.8316 -0.5 0.1 1.0
H -11.9835 12.4433 13.3216 0.0 -0.9 -0.4
H -10.4604 11.5904 11.6252 -0.3 -0.4 0.1
H -10.0932 9.2804 11.2610 -0.1 -0.3 0.7
```
Positions in Å, forces in eV/Å.

**E**: -7305.1043 Eh
**Orbital gap**: 7.9 eV
**Spin multiplicity**: 1